DFT (ωB97M-V/def2-TZVPD) results for 27 unconnected molecules or ions with the total composition H54O27 at a distorted geometry.

Positions of all 81 atoms, in Å:
1 O 0.2647 -2.5307 -1.0861
2 H -3.4437 3.1544 2.4844
3 H 4.0136 1.4890 -1.5540
4 H 0.5219 -0.2689 -3.5164
5 H -5.0738 0.4449 1.1766
6 H 2.2219 1.0402 0.5831
7 H 2.6060 -1.2963 0.0974
8 O -3.5896 -0.8092 -3.7932
9 H 3.5382 -2.3436 0.6683
10 H 0.4091 -0.6749 -0.4011
11 H 5.1160 -1.1045 0.5714
12 H -1.8471 1.1901 -5.6434
13 H -1.3070 -1.9238 -4.6683
14 H 0.7543 1.3213 -1.7496
15 H -2.1534 1.4357 1.7182
16 O 3.2998 -1.4198 0.7452
17 H -4.6576 -0.8577 1.8261
18 H 4.1869 0.2636 2.9058
19 H 2.7561 0.9380 -2.1919
20 H 1.2265 3.0641 1.1848
21 O 1.6722 1.7868 3.6410
22 H -1.1302 3.2237 -3.7205
23 H -0.2835 -1.3166 -2.7777
24 O 3.7099 0.8587 -2.2072
25 H 2.2067 0.9985 3.5456
26 H -0.6355 3.7646 0.0788
27 H 0.2130 1.9416 -3.0201
28 H 3.4666 -1.0448 2.6588
29 O 0.0511 -5.4013 2.7105
30 O -0.9127 1.2458 -5.4434
31 O 0.7940 3.9166 1.2338
32 H 0.5954 -3.0747 -1.8009
33 H -1.6134 2.5831 3.6554
34 O 5.9843 -1.2749 0.2064
35 H -1.4592 3.2297 -2.2428
36 O -1.8478 0.5971 1.3723
37 O -1.5252 3.9002 -0.2471
38 O 0.5037 0.2060 -0.0387
39 H 3.4027 -4.8002 0.8176
40 O -3.0393 -1.4053 -1.2023
41 H -2.5839 0.2677 0.8566
42 H -3.2022 -1.0173 -0.3425
43 H 3.5581 1.6003 1.0220
44 H -2.9061 -2.3363 -1.0241
45 O -0.8565 -0.7740 5.6311
46 H -3.6556 0.3193 5.3817
47 H -2.7467 1.0019 4.3816
48 O -1.2197 -2.3934 -5.4978
49 H -2.6305 4.3730 2.1025
50 H -0.3441 -4.7397 2.1426
51 O -1.3967 -4.2709 0.2448
52 H -0.3280 2.1380 4.3199
53 O 0.9695 1.4710 -2.6702
54 O 3.7214 -4.1028 0.2448
55 H -0.8159 0.7742 -4.6160
56 H -1.7833 -0.8670 5.4106
57 H -0.6677 -5.6994 3.2679
58 H 2.1145 2.4433 3.1028
59 O -2.5435 3.4719 2.4137
60 O -1.3247 2.6416 -2.9860
61 H -0.3253 0.3711 0.4104
62 H -2.3093 -4.0595 0.4417
63 O 3.6271 -0.3847 3.3331
64 H -1.4041 -5.2082 0.0506
65 H -3.4635 -1.0291 -2.8702
66 H -0.5859 0.0338 5.1946
67 H 5.8120 -1.6859 -0.6408
68 H -0.2538 -3.1295 -0.5488
69 H 0.6270 4.0476 2.1672
70 H 3.3755 2.3220 -5.2433
71 H -2.0496 -2.8597 -5.5981
72 O -3.4353 0.3405 4.4504
73 H 3.4075 -4.3455 -0.6263
74 H 2.2718 1.6966 -4.4171
75 O 2.4291 2.3462 -5.1023
76 O 2.7422 1.8437 0.5847
77 O -4.4216 -0.2536 1.1221
78 H -3.1110 0.0112 -3.9120
79 O -1.2800 2.1007 4.4120
80 O 0.0833 -1.1111 -3.6376
81 H -2.0900 3.6052 0.4672

As for the energy above the lowest of the compared OMol25 structures with the same formula, charge and spin: 3.288 eV. As for the lowest unoccupied orbital energy: -0.037 Eh.

Atomic partial charges in e from the Mulliken method, atoms 1 to 4: number 1, O, carries -0.5160; number 2, H, carries 0.2518; number 3, H, carries 0.3257; number 4, H, carries 0.2601

---

DFT (ωB97M-V/def2-TZVPD) results for 4 unconnected molecules or ions with the total composition C3H14O3S2 at a distorted geometry.

Positions of all 22 atoms, in Å:
1 C 0.6172 1.6512 -1.0980
2 H 1.1309 2.1908 -1.8766
3 O -2.3528 -0.5547 -0.8178
4 O 2.6234 -2.1725 -0.0502
5 H -1.2634 -1.8503 0.7060
6 H 2.4197 1.8868 0.1293
7 H -0.5604 -3.0600 1.6347
8 H -0.1064 2.3903 -0.7839
9 O -2.6927 2.0067 0.4645
10 H 2.4548 -1.3710 -0.5410
11 H -3.0324 1.7498 1.3307
12 H 0.0575 0.7699 -1.4627
13 C 1.6058 1.1745 -0.0550
14 C -0.3095 -2.1787 1.0246
15 H -2.1384 2.7663 0.6914
16 H 2.1206 0.2771 -0.3286
17 H -2.3886 0.4154 -0.7811
18 H 0.3129 -2.5755 0.2311
19 S 0.6433 0.9347 1.5144
20 H -3.1915 -0.7669 -1.2455
21 S 0.7688 -1.0289 1.9006
22 H 3.2813 -2.6548 -0.5868

The SMILES is CCSSC.O.O.O. As for the energy above the lowest of the compared OMol25 structures with the same formula, charge and spin: 1.008 eV. As for the lowest unoccupied orbital energy: 0.019 Eh.

Atomic partial charges in e from the Mulliken method, atoms 1 to 4: number 1, C, carries -0.8797; number 2, H, carries 0.3634; number 3, O, carries -0.5843; number 4, O, carries -0.5804

---

DFT (ωB97M-V/def2-TZVPD) results for a molecular structure, C24H28ClF9N2O3Rh at a distorted geometry.

Positions of all 68 atoms, in Å:
1 O -2.9645 0.0735 -0.1795
2 N -0.2542 -1.9663 0.2328
3 H -1.6766 1.3812 -2.4254
4 H 1.4856 -3.3666 -1.3848
5 C 1.5192 2.5265 1.6228
6 H -1.6985 -1.4991 -2.1394
7 C -1.8216 -2.4896 -1.6705
8 H 0.2938 -3.6274 -2.7065
9 C -0.5670 -4.2272 -0.1704
10 C -4.4241 1.1480 1.3910
11 H 4.4821 3.1952 1.2847
12 H -0.1783 -5.0734 -0.7647
13 H -2.6790 3.7782 0.1891
14 H -1.9917 -3.2257 -2.4723
15 F -3.2401 -0.8716 2.8105
16 H 3.7605 2.9938 -0.2819
17 O 0.3963 -3.9854 0.9453
18 C 4.3346 2.4787 0.4787
19 C -1.0651 2.9564 -1.0690
20 H -3.1283 2.2982 -0.7372
21 H 4.1364 -3.0762 2.0256
22 H -2.9936 3.8843 -1.5574
23 C 0.5979 -2.9606 -1.8913
24 F -5.1690 0.1831 -1.5704
25 C 4.2537 -0.0195 0.8114
26 H 0.0229 1.9089 -2.5525
27 H -2.7080 -2.4794 -1.0199
28 H 1.9561 -2.9245 2.5540
29 F -3.3217 1.7442 1.9644
30 Rh -0.1853 0.0374 0.3001
31 C -2.5448 3.2419 -0.7670
32 C 3.6226 1.2291 0.9102
33 H -2.2198 -0.0117 0.5469
34 C 0.4535 -2.6601 1.1035
35 C 1.5349 0.1236 1.1398
36 F -5.3003 0.8174 2.3682
37 C -5.2081 -0.5956 -0.4530
38 H 0.7228 -1.7089 2.9674
39 C 1.3374 -2.1122 2.1432
40 H 0.9418 2.3770 2.5591
41 C 2.1763 -1.0487 1.5552
42 O 0.8731 4.0195 -0.1070
43 N -0.4074 2.1595 0.0436
44 C -3.8170 -1.3361 1.6559
45 H 3.5943 -3.1148 0.3814
46 C -0.1703 4.2166 -1.1159
47 C 2.2631 1.3047 1.2768
48 C 0.5835 2.8529 0.5070
49 H 5.2849 2.1707 0.0536
50 Cl 1.2194 0.0192 -1.6391
51 F -4.9952 -1.9291 1.9544
52 H 5.2657 -0.1215 0.3616
53 C -0.5574 -2.8850 -0.9114
54 H 5.1479 -2.3745 0.7263
55 H 0.3569 4.2923 -2.0891
56 H -0.6733 5.1704 -0.8322
57 C 4.1403 -2.5226 1.0983
58 F -4.9693 -1.8875 -0.8542
59 H -1.5447 -4.4770 0.2761
60 F -6.4649 -0.5281 0.0714
61 C -4.0479 -0.1640 0.6147
62 H 0.8304 -1.9650 -2.2944
63 F -2.9626 -2.2875 1.1765
64 H 2.1891 3.3862 1.7606
65 C -1.0042 2.2443 -2.3914
66 C 3.5304 -1.1505 1.2057
67 H -1.2846 2.9604 -3.1738
68 F -4.9861 2.0743 0.5707

The expectation value of S² is 6.019. Its net charge is -1. The spin multiplicity is 5. As for the lowest unoccupied orbital energy (spin up / spin down): 0.100 / 0.093 Eh.

Atomic partial charges in e from the Mulliken method, atoms 1 to 4: number 1, O, carries -0.2895; number 2, N, carries 0.7484; number 3, H, carries 0.0866; number 4, H, carries 0.3922

---

DFT (ωB97M-V/def2-TZVPD) results for 8 unconnected molecules or ions with the total composition C14H24F3N5O19 at a distorted geometry.

Positions of all 65 atoms, in Å:
1 H -4.8183 3.0768 -3.8340
2 C -4.6546 4.0389 -3.3484
3 H 0.8519 6.4456 3.2749
4 H 3.1512 -4.2082 2.3757
5 O 1.9333 -0.5529 -0.4742
6 O 3.4264 -5.9579 4.5879
7 N 4.2742 -6.0448 -4.3044
8 F 5.0755 -6.7085 3.2204
9 O -0.3101 -2.9196 3.9013
10 C 3.8145 5.4191 -2.8988
11 H 4.8514 5.5513 -2.5899
12 F -1.5982 4.8904 3.4838
13 H -7.5393 -3.3830 2.3172
14 O -1.7095 7.9727 0.2011
15 O 0.4729 1.0081 0.1148
16 N 2.8553 5.0759 -1.7534
17 H -5.1748 4.2011 -2.4043
18 C -0.9663 5.5685 2.4760
19 C 0.0092 0.4782 -1.1357
20 C 1.6358 0.4185 0.4580
21 H -0.5710 7.3760 3.7054
22 O 3.6916 -5.1051 -3.7018
23 O -4.9907 6.2941 -3.8070
24 H -3.5897 4.1534 -3.1458
25 H 5.4907 -5.3522 -5.8695
26 N -5.0899 5.1447 -4.2761
27 H -7.2233 -1.6496 2.4959
28 C -1.3066 7.3510 1.1484
29 H -0.2675 4.9123 1.9572
30 C 4.0261 -4.6829 2.8198
31 O -7.7236 -2.3552 -0.4773
32 H 1.1629 -0.8868 -2.3722
33 C -7.6527 -2.4086 1.8420
34 H -0.8004 -0.2454 -1.0409
35 F 2.0581 0.9687 -2.2368
36 H -2.5876 -4.4852 2.1736
37 C 3.6466 -4.7637 5.0395
38 H -0.8252 -4.7202 2.0190
39 N -6.9506 -2.3489 0.5496
40 N -1.3525 -3.5760 3.7036
41 C -1.6102 -4.0225 2.3105
42 O -5.4199 4.9032 -5.4453
43 O -5.7597 -2.3039 0.3710
44 H 3.7386 -5.3007 -6.2936
45 H -8.7140 -2.2725 1.6341
46 H 4.8814 -4.4803 2.1752
47 O 4.6747 -7.0078 -3.6998
48 O -1.9166 6.2092 1.6635
49 O 4.2416 -4.0440 4.0513
50 O 2.3694 0.6319 1.4043
51 H 3.5816 6.3379 -3.4371
52 H 3.2601 -6.6994 2.5465
53 H -1.6527 -3.0788 1.7667
54 C 3.8936 -6.1415 3.2361
55 C 1.3658 -0.0805 -1.6673
56 H 3.7452 4.7447 -3.7523
57 H 4.5580 -6.8515 -6.2340
58 O 1.7806 4.7524 -2.1023
59 O -2.2423 -3.7885 4.5385
60 O 3.1869 5.2015 -0.5399
61 C 4.5281 -5.8571 -5.7885
62 O -0.1179 7.5205 1.7389
63 H -0.3456 1.3077 -1.7473
64 O 3.3642 -4.4577 6.1677
65 C -0.1163 6.7872 2.9087

The SMILES is O=C1OC[C@@H](F)O1.O=C1OC[C@@H](F)O1.O=C1OC[C@@H](F)O1.C[N+](=O)[O-].C[N+](=O)[O-].C[N+](=O)[O-].C[N+](=O)[O-].C[N+](=O)[O-]. As for the energy above the lowest of the compared OMol25 structures with the same formula, charge and spin: 2.334 eV. As for the lowest unoccupied orbital energy: -0.014 Eh.

Atomic partial charges in e from the Mulliken method, atoms 1 to 4: number 1, H, carries 0.2952; number 2, C, carries -0.6162; number 3, H, carries 0.2973; number 4, H, carries 0.3060